Here is 2 unconnected molecules or ions with the total composition C5H9N3O3 from OMol25. Energies are from ωB97M-V/def2-TZVPD.

```
! wB97M-V def2-TZVPD RIJCOSX def2/J DEFGRID3
* xyz 0 1
H -0.2227 -2.0485 -1.1073
N -0.9721 -1.3903 -0.8386
C -0.6791 -0.2233 -0.4746
O 0.3743 0.5442 -0.4091
C 1.6135 0.0671 -0.8933
C 2.5516 -0.6154 0.0886
C -1.9843 0.5762 -0.2093
C -3.1007 -0.1441 0.3816
N -4.0902 -0.6485 0.7263
N -2.1725 1.8354 -0.4185
O -1.1462 2.5464 -0.8755
H 1.5423 -0.4367 -1.8251
H 2.0218 0.9516 -1.2214
H 2.4112 -1.7016 0.3514
H 3.5351 -0.6884 -0.4387
H 2.7465 0.0294 1.0387
H -1.5227 3.3563 -1.1603
O -0.1681 -0.4466 2.1781
H -0.4765 -0.2469 3.0819
H -0.2614 -1.3162 2.0252
*
```

Its relative energy (zero: lowest compared OMol25 entry of this formula, charge and spin) is 3.608 eV. For the LUMO energy, the calculation gives 0.5042 eV. The HOMO-LUMO gap is 0.3811 Ha. The structure (SMILES) is [H]/N=C(OCC)/C(C#N)=N\O.O.